[1]
The following is a DFT calculation (ωB97M-V/def2-TZVPD) of a 24-piece molecular cluster, C40H112O24 overall at a distorted geometry.

CARTESIAN COORDINATES (ANGSTROEM)
C: 13.5151 21.6259 17.0916
C: 12.9198 20.2565 17.4671
O: 12.2360 20.1083 18.4545
C: 13.2859 19.0739 16.5752
H: 13.3243 22.4094 17.7990
H: 13.1073 21.9133 16.1291
H: 14.6168 21.5583 16.9214
H: 12.8659 18.1925 17.0123
H: 14.3886 18.9158 16.5468
H: 12.9333 19.2293 15.5676
C: 13.7022 19.4964 12.5459
C: 13.8863 20.8700 13.0764
O: 12.9534 21.5326 13.4767
C: 15.3064 21.4556 13.0745
H: 12.7286 19.1113 12.8150
H: 14.4090 18.7638 12.9315
H: 13.8113 19.5666 11.4845
H: 15.2696 22.5351 13.1440
H: 15.7911 21.1505 12.1337
H: 15.8821 21.0472 13.9144
C: 15.3811 10.3639 15.1944
C: 14.0552 11.1030 15.3998
O: 13.4579 11.0427 16.4589
C: 13.4300 11.8506 14.2376
H: 15.6403 9.7947 16.0585
H: 16.1769 11.0505 14.8661
H: 15.1970 9.7006 14.3264
H: 13.6472 11.3665 13.2855
H: 13.8208 12.8825 14.1219
H: 12.3429 11.8921 14.3576
C: 14.7063 13.9693 18.5599
C: 13.2230 14.2815 18.3783
O: 12.8878 15.3253 17.9177
C: 12.2353 13.1908 18.7829
H: 15.3324 14.8135 18.3081
H: 14.9910 13.1492 17.8732
H: 14.8946 13.6033 19.5746
H: 12.0823 12.5501 17.9047
H: 11.2781 13.6021 19.1232
H: 12.6998 12.4676 19.4851
C: 23.4004 14.3919 16.3574
C: 22.2095 14.8398 17.1553
O: 21.1238 14.8862 16.6185
C: 22.3669 15.2956 18.5463
H: 23.6763 15.0755 15.5406
H: 23.1963 13.4038 15.9229
H: 24.3165 14.2451 16.9777
H: 22.5546 16.3683 18.4907
H: 23.2381 14.8489 18.9967
H: 21.4491 15.1661 19.1120
C: 17.7398 8.7371 12.7462
C: 18.9708 9.2199 13.4275
O: 19.9829 8.5397 13.3375
C: 19.0391 10.5195 14.1549
H: 17.0063 8.5303 13.5217
H: 17.8646 7.7969 12.2267
H: 17.3255 9.5398 12.1336
H: 18.2925 10.5731 14.9546
H: 18.7403 11.3157 13.4669
H: 20.0297 10.6550 14.5567
C: 17.4735 18.6078 10.1987
C: 18.0676 17.2287 10.1592
O: 17.5336 16.3231 10.7388
C: 19.2646 16.9781 9.2966
H: 18.1724 19.4188 9.9807
H: 16.9591 18.7511 11.1341
H: 16.7434 18.6404 9.3944
H: 18.9252 16.9625 8.2499
H: 19.7207 16.0281 9.5197
H: 19.9737 17.7951 9.4380
C: 9.2145 15.9695 14.8098
C: 9.0358 14.6458 15.4355
O: 8.0599 14.4503 16.1530
C: 10.1199 13.5688 15.2746
H: 9.5004 15.8676 13.7431
H: 10.0530 16.4354 15.3668
H: 8.3420 16.6451 14.8775
H: 9.9755 12.9823 14.3852
H: 9.9628 12.8902 16.1022
H: 11.1133 13.9750 15.2224
C: 18.2715 13.2760 20.8816
O: 19.3805 14.1593 21.1039
H: 18.4775 12.4927 20.1470
H: 17.9579 12.8068 21.8046
H: 17.5596 13.9877 20.5268
H: 20.1782 13.7052 21.3826
C: 12.3230 13.5214 9.4518
O: 13.3703 13.5446 8.4686
H: 12.2344 14.4830 9.9221
H: 11.3553 13.1510 9.0452
H: 12.6928 12.8293 10.2096
H: 13.0578 14.0502 7.6945
C: 17.1478 14.3227 7.6577
O: 16.1659 13.2978 7.5536
H: 17.5948 14.3654 8.6499
H: 17.9816 14.1165 6.9949
H: 16.6588 15.2651 7.4702
H: 15.4433 13.6189 8.1039
C: 12.9458 16.1856 14.6106
O: 13.0525 15.2988 13.5356
H: 12.1927 16.9276 14.3885
H: 12.6790 15.5944 15.4617
H: 13.8685 16.7268 14.8239
H: 13.5111 15.6671 12.7866
C: 20.3973 19.5990 17.2527
O: 21.7982 19.3484 17.4770
H: 20.1367 20.6458 17.4830
H: 20.1314 19.3584 16.2064
H: 19.8093 19.0037 17.9282
H: 22.2572 19.4581 16.6647
C: 16.0306 10.3463 19.6205
O: 17.2331 10.3197 18.8366
H: 15.1585 10.2545 18.9524
H: 16.1208 9.5385 20.3484
H: 15.8888 11.2472 20.1990
H: 17.1691 10.9382 18.1025
C: 14.1952 16.9018 10.2795
O: 14.7953 16.4663 11.4601
H: 13.1233 16.7960 10.4919
H: 14.3822 17.9678 10.0978
H: 14.4875 16.3390 9.3968
H: 15.7474 16.3632 11.2647
C: 16.0307 10.2809 9.0770
O: 15.6383 10.1551 10.4553
H: 16.5469 9.3680 8.7243
H: 15.1894 10.5394 8.4353
H: 16.7874 11.0762 9.0186
H: 15.1889 9.3367 10.6421
C: 21.4193 18.6438 12.7227
O: 21.5362 18.0054 13.9230
H: 20.5756 19.3483 12.6733
H: 22.2630 19.3273 12.5307
H: 21.3327 17.9618 11.8773
H: 20.9479 17.2631 13.8627
C: 15.8061 18.5496 19.9614
O: 15.4842 17.6279 18.8920
H: 15.2995 18.2294 20.8855
H: 16.8979 18.4957 20.1355
H: 15.4319 19.5390 19.6416
H: 14.7012 17.1573 19.1074
C: 18.9238 12.7432 17.1760
O: 17.6158 12.2700 16.9342
H: 19.4761 11.9264 17.6637
H: 19.4367 13.0394 16.2524
H: 18.8989 13.5703 17.9042
H: 17.2482 12.7013 16.1312
C: 16.1775 14.7202 14.5600
O: 16.6558 13.3692 14.4696
H: 15.6663 14.8637 15.5468
H: 16.9786 15.4620 14.5068
H: 15.4841 15.0025 13.7451
H: 16.5406 13.1411 13.5288
C: 17.4772 18.6261 13.6769
O: 16.2465 18.7255 14.2858
H: 17.6343 19.4265 12.9484
H: 18.3689 18.6427 14.3396
H: 17.5322 17.6748 13.1346
H: 16.3437 18.2303 15.1303
C: 17.9772 16.3756 16.6991
O: 16.9044 17.2540 16.6710
H: 18.7672 16.5718 15.9735
H: 18.4405 16.4597 17.6600
H: 17.6203 15.3461 16.5925
H: 16.3878 17.1999 17.4792
C: 15.6590 13.4029 10.9687
O: 16.5662 12.4705 11.6207
H: 15.3133 13.0868 10.0006
H: 14.7525 13.5817 11.5561
H: 16.2646 14.3295 10.8437
H: 16.3347 11.5927 11.2496
C: 19.6435 14.6163 13.3126
O: 19.9743 15.7440 14.1262
H: 20.5697 14.2083 12.8259
H: 19.1536 13.8521 13.9408
H: 18.9162 14.9255 12.5697
H: 20.5932 15.3932 14.8074

Summary:
- ΔE to the lowest compared entry with this formula, charge and spin: 0.0520 eV
- Calculated total energy: -92430.6062 eV
- Frontier orbital gap: 0.3388 Eh
- E_HOMO: -9.185 eV


[2]
The following is a DFT calculation (ωB97M-V/def2-TZVPD) of a 13-piece molecular cluster, C40H113N7O13 overall at a distorted geometry.

CARTESIAN COORDINATES (ANGSTROEM)
C: -0.6615 -7.3972 -1.7565
C: -1.4768 -7.9432 -0.5592
C: -1.0470 -9.4015 -0.1059
O: -1.1823 -10.3715 -1.1102
C: -0.2281 -11.3953 -1.0343
N: -1.4343 -7.0524 0.5458
H: -0.7502 -7.9262 -2.7053
H: 0.4175 -7.4466 -1.6100
H: -0.7520 -6.3339 -1.9783
H: -2.4807 -7.9951 -0.9805
H: -1.7054 -9.6816 0.7163
H: -0.0312 -9.4218 0.2890
H: 0.7404 -11.0061 -1.3483
H: -0.3909 -12.1126 -1.8387
H: -0.2993 -11.8900 -0.0656
H: -1.7415 -6.1801 0.1397
H: -0.4713 -7.0333 0.8497
C: 3.8407 9.2269 1.0018
C: 4.9756 9.7359 0.0824
C: 4.6601 9.6083 -1.4489
O: 4.9973 8.4137 -1.9973
C: 6.2815 8.4714 -2.5263
N: 5.0205 11.1697 0.3583
H: 2.9866 9.8514 1.2638
H: 4.1772 8.8459 1.9660
H: 3.3119 8.3700 0.5846
H: 5.9739 9.3141 0.1992
H: 4.8006 10.4850 -2.0812
H: 3.5927 9.8216 -1.5070
H: 7.0140 8.9847 -1.9033
H: 6.3190 8.8242 -3.5569
H: 6.6515 7.4479 -2.5871
H: 5.7691 11.4302 -0.2677
H: 5.2963 11.2555 1.3261
C: 0.8272 2.1731 0.3903
C: 0.6061 1.2487 1.6450
C: -0.2065 -0.0456 1.3807
O: -1.4889 0.4156 0.8963
C: -2.4025 1.0400 1.8112
N: 1.8244 0.8249 2.2141
H: 1.4766 2.9447 0.8040
H: -0.0719 2.5790 -0.0732
H: 1.3852 1.6626 -0.3947
H: 0.0142 1.8179 2.3617
H: -0.1481 -0.7224 2.2331
H: 0.2881 -0.5359 0.5423
H: -3.3783 0.9999 1.3271
H: -2.0583 2.0636 1.9594
H: -2.4083 0.4571 2.7321
H: 2.4003 0.4433 1.4773
H: 2.3025 1.6663 2.5030
C: -8.7218 -6.3039 2.0852
C: -7.3221 -5.7925 1.7251
C: -7.0659 -4.4338 2.4182
O: -7.7428 -3.3484 1.8209
C: -7.3620 -3.0264 0.4880
N: -6.4393 -6.8297 2.2057
H: -9.4761 -5.6211 1.6942
H: -8.7838 -6.3251 3.1732
H: -9.0126 -7.2917 1.7276
H: -7.2091 -5.6382 0.6520
H: -6.0187 -4.1386 2.4838
H: -7.4136 -4.5022 3.4490
H: -8.0860 -3.4989 -0.1758
H: -6.3752 -3.2607 0.0887
H: -7.5887 -1.9602 0.4910
H: -6.5442 -7.1367 3.1622
H: -5.4974 -6.4657 2.1854
C: 4.9637 -3.3185 -2.5949
C: 4.5400 -1.9066 -3.0617
C: 3.1114 -1.9095 -3.7010
O: 2.8525 -0.7420 -4.3758
C: 1.7670 -0.9083 -5.2346
N: 4.6125 -1.0216 -1.9959
H: 5.3110 -3.9882 -3.3817
H: 4.1600 -3.8576 -2.0935
H: 5.7539 -3.3426 -1.8445
H: 5.1391 -1.5493 -3.8993
H: 2.4101 -1.9865 -2.8701
H: 3.0781 -2.8123 -4.3108
H: 0.9557 -1.3903 -4.6891
H: 2.0570 -1.5693 -6.0514
H: 1.5883 -0.0051 -5.8181
H: 5.5566 -0.9161 -1.6531
H: 4.5726 -0.0884 -2.3801
C: 4.3010 -7.0981 3.8552
C: 2.9226 -7.4211 3.2979
C: 2.1528 -8.3636 4.2563
O: 2.6622 -9.7052 4.1753
C: 1.6589 -10.5976 4.6671
N: 2.3003 -6.1309 3.1050
H: 4.2886 -6.4833 4.7552
H: 4.8813 -6.5497 3.1132
H: 4.7045 -8.1090 3.9127
H: 2.9369 -7.8613 2.3008
H: 1.1035 -8.2023 4.0095
H: 2.2087 -8.0022 5.2831
H: 1.5249 -10.5414 5.7474
H: 1.9839 -11.6296 4.5352
H: 0.6921 -10.5147 4.1707
H: 2.6345 -5.6195 2.3006
H: 2.5518 -5.4823 3.8372
C: -6.1749 2.7273 -5.1241
C: -5.9392 1.2006 -5.2058
C: -5.1478 0.7687 -6.5001
O: -5.1459 -0.6642 -6.4083
C: -4.6108 -1.3348 -7.5458
N: -5.1710 0.7955 -4.0002
H: -5.3190 3.3854 -5.2738
H: -6.5957 2.9853 -4.1523
H: -6.9390 3.0384 -5.8364
H: -6.9447 0.7899 -5.1139
H: -4.2157 1.3327 -6.5359
H: -5.8273 1.0648 -7.2992
H: -4.1448 -2.2869 -7.2919
H: -3.6696 -0.8806 -7.8553
H: -5.2756 -1.5372 -8.3855
H: -4.2398 1.1690 -3.8838
H: -5.0549 -0.1964 -4.1515
C: -2.9088 6.6000 0.0668
C: -3.1531 8.0224 -0.1104
O: -1.9338 8.6492 -0.2108
H: -2.5572 6.1213 -0.8471
H: -3.8099 6.0651 0.3669
H: -2.1645 6.4015 0.8380
H: -3.7179 8.4095 0.7377
H: -3.7396 8.0975 -1.0261
H: -1.4253 8.0942 -0.8066
C: -8.7198 1.6056 5.4755
C: -9.8617 1.5934 4.4825
O: -11.1331 1.3551 5.0724
H: -7.7414 1.6888 5.0025
H: -8.6994 0.7377 6.1346
H: -8.8676 2.4470 6.1524
H: -9.7113 0.7394 3.8220
H: -9.8535 2.4524 3.8114
H: -11.8016 1.4575 4.3910
C: 6.9408 4.1790 -7.7410
C: 5.7252 3.3728 -7.4891
O: 5.4548 3.2677 -6.0852
H: 7.0399 4.0299 -8.8162
H: 7.7349 3.7584 -7.1240
H: 6.7001 5.2036 -7.4576
H: 5.6436 2.4200 -8.0121
H: 4.8072 3.7312 -7.9548
H: 4.6420 2.7630 -6.0055
C: -0.7331 6.8564 -5.8004
C: 0.5329 6.1146 -5.3243
O: 0.7561 6.3923 -3.9888
H: -1.5571 6.5059 -5.1789
H: -1.0990 6.7593 -6.8226
H: -0.5393 7.9050 -5.5747
H: 1.3740 6.5589 -5.8565
H: 0.2872 5.0537 -5.3719
H: 1.6936 6.2615 -3.8288
C: 4.5552 -0.6991 9.0913
C: 3.3334 -1.0749 8.1870
O: 3.7749 -1.9152 7.0903
H: 5.4810 -0.4635 8.5663
H: 4.6254 -1.5409 9.7801
H: 4.2301 0.2105 9.5962
H: 2.8678 -0.1937 7.7456
H: 2.4683 -1.5375 8.6622
H: 4.2074 -1.4100 6.3980
C: 5.8212 5.1624 6.0477
C: 6.7018 5.8049 7.1184
O: 8.0280 5.6809 6.5864
H: 4.7585 5.0246 6.2473
H: 6.2877 4.2353 5.7147
H: 5.8440 5.9220 5.2663
H: 6.5140 5.4197 8.1207
H: 6.2725 6.7968 6.9770
H: 8.6262 6.0461 7.2424

Summary:
- ΔE to the lowest compared entry with this formula, charge and spin: 7.8059 eV
- Calculated total energy: -80348.7434 eV
- Frontier orbital gap: 0.3265 Eh
- E_HOMO: -8.806 eV